1.
Computed, not measured: C22H36N11O6P3W as an isolated structure, with ωB97M-V/def2-TZVPD.

The geometry in ORCA input format:
```
! RIJCOSX wB97M-V def2-TZVPD def2/J DEFGRID3
* xyz 4 1
W 0.988 0.482 -0.266
N 0.961 -0.977 3.897
C 1.006 -1.067 2.591
N 0.521 -0.137 1.780
C -0.199 0.926 2.351
N -0.914 1.683 1.566
N -0.889 1.184 0.278
C -1.928 1.223 -0.468
C -1.736 0.578 -1.754
C -2.706 0.529 -2.731
C -2.419 -0.120 -3.931
C -1.169 -0.688 -4.089
C -0.249 -0.591 -3.053
N -0.503 0.018 -1.895
C -0.178 1.132 3.775
C -0.766 2.239 4.398
C -0.749 2.328 5.774
C -0.163 1.318 6.542
C 0.415 0.211 5.945
C 0.404 0.130 4.562
H 1.316 -1.747 4.451
H 1.471 -1.943 2.165
H -2.859 1.653 -0.112
H -3.669 0.993 -2.561
H -3.159 -0.174 -4.719
H -0.896 -1.200 -5.001
H 0.734 -1.019 -3.169
H -1.234 3.003 3.792
H -1.201 3.176 6.269
H -0.167 1.398 7.621
H 0.861 -0.573 6.544
N 3.703 4.827 -0.758
C 3.498 3.327 -0.812
C 4.739 2.722 -1.480
P 3.345 2.632 0.886
O 2.414 3.693 1.605
O 4.627 2.334 1.505
O 2.431 1.359 0.651
P 2.035 3.031 -1.909
O 0.799 3.585 -1.053
O 2.285 3.696 -3.181
O 1.851 1.485 -1.839
H 4.619 5.063 -0.357
H 2.986 5.297 -0.196
H 3.669 5.208 -1.715
H 5.637 2.957 -0.908
H 4.834 3.077 -2.507
H 4.646 1.636 -1.495
H 2.681 3.914 2.512
H 0.334 4.328 -1.470
C 5.513 -2.176 -1.666
N 4.462 -2.206 -2.800
C 3.822 -3.613 -2.821
N 3.282 -3.923 -1.544
C 4.318 -3.872 -0.510
N 4.906 -2.535 -0.433
C 3.991 -1.535 0.092
P 2.502 -1.388 -1.012
C 3.424 -1.138 -2.613
C 2.080 -3.181 -1.196
H 5.935 -1.172 -1.642
H 6.282 -2.894 -1.948
H 4.939 -2.049 -3.693
H 4.622 -4.305 -3.084
H 3.064 -3.612 -3.604
H 5.098 -4.593 -0.753
H 3.890 -4.144 0.453
H 4.482 -0.562 0.181
H 3.673 -1.822 1.096
H 3.913 -0.164 -2.604
H 2.761 -1.157 -3.477
H 1.304 -3.319 -1.952
H 1.684 -3.549 -0.249
N -1.269 -2.548 1.816
N -0.980 -2.730 0.412
H -1.879 -3.288 2.156
H -1.798 -1.688 1.904
H -1.847 -2.873 -0.106
H -0.508 -3.627 0.353
*
```

For the HOMO energy (alpha / beta), the calculation gives -18.637 / -18.679 eV. Its orbital gap (alpha / beta) is 6.2 / 6.2 eV. As for the energy relative to the best compared isomer or geometry (same formula, charge and spin): 47.7 kcal/mol.

***

2.
Computed, not measured: C5H9HgO3 as an isolated structure, with ωB97M-V/def2-TZVPD.

The geometry in ORCA input format:
```
! RIJCOSX wB97M-V def2-TZVPD def2/J DEFGRID3
* xyz -1 3
O -0.363 2.550 -2.537
Hg -1.726 4.238 -1.271
O -2.452 2.320 -2.107
C -1.486 1.680 -2.556
C 0.801 2.141 -3.234
C 1.900 1.720 -2.279
H 0.534 1.312 -3.906
H 1.124 2.992 -3.851
H 1.585 0.854 -1.681
H 2.799 1.439 -2.845
H 2.166 2.550 -1.608
O -0.809 -2.161 -1.211
C -0.683 -1.577 0.136
C 0.094 -2.752 -0.216
H -1.591 -1.663 0.739
H -0.208 -0.592 0.138
H -0.220 -3.736 0.141
H 1.158 -2.641 -0.443
*
```

For the HOMO energy (alpha / beta), the calculation gives 0.188 / -3.356 eV. Its orbital gap (alpha / beta) is 3.0 / 6.6 eV. As for the energy relative to the best compared isomer or geometry (same formula, charge and spin): 30.8 kcal/mol.

***

3.
Computed, not measured: a 6-piece molecular cluster, C3H17NO6S overall, with ωB97M-V/def2-TZVPD.

The geometry in ORCA input format:
```
! RIJCOSX wB97M-V def2-TZVPD def2/J DEFGRID3
* xyz -2 1
C 1.535 0.312 -0.509
C 1.364 0.480 -2.030
S 2.980 0.915 -2.792
N 0.284 -0.193 0.097
C -0.039 0.588 1.408
O -0.694 -0.068 2.329
H 2.447 -0.312 -0.475
H 1.684 1.277 0.052
H 0.670 1.249 -2.293
H 1.184 -0.514 -2.445
H 0.098 -1.183 0.147
H -0.669 1.387 0.848
H 0.877 1.063 1.900
H 1.295 -0.440 3.704
H 0.231 -1.322 3.313
O 0.930 -1.286 4.017
H -1.554 -2.102 -2.032
H -0.610 -1.453 -3.078
O -1.157 -2.225 -2.900
H -1.606 -1.317 1.949
H -1.901 -2.656 2.242
O -2.331 -1.971 1.704
H 1.707 3.463 -1.817
H 0.677 2.877 -0.727
O 1.123 3.652 -1.073
H -3.232 -0.471 -0.006
H -2.199 0.304 -0.652
O -3.093 -0.053 -0.882
*
```

For the HOMO energy, the calculation gives -0.405 eV. Its orbital gap is 6.1 eV. As for the energy relative to the best compared isomer or geometry (same formula, charge and spin): 27.0 kcal/mol.

***

4.
Computed, not measured: C4H4N2O2 as an isolated structure, with ωB97M-V/def2-TZVPD.

The geometry in ORCA input format:
```
! RIJCOSX wB97M-V def2-TZVPD def2/J DEFGRID3
* xyz 0 1
C -0.470 0.662 -0.066
C -1.576 -0.001 0.061
C -0.140 -1.541 -0.132
C 1.697 0.009 -0.172
H -0.596 2.731 0.596
H -2.651 0.400 0.838
H 0.166 -2.745 -0.364
H 1.736 1.030 -0.698
N -1.435 -1.381 0.121
N 0.452 -0.368 -0.504
O 0.130 1.858 -0.073
O 2.687 -0.654 0.393
*
```

For the HOMO energy, the calculation gives -9.390 eV. Its orbital gap is 8.5 eV. As for the energy relative to the best compared isomer or geometry (same formula, charge and spin): 148.2 kcal/mol.

***

5.
Computed, not measured: C15H48I2N15O7PSSi2 as an isolated structure, with ωB97M-V/def2-TZVPD.

The geometry in ORCA input format:
```
! RIJCOSX wB97M-V def2-TZVPD def2/J DEFGRID3
* xyz 0 1
C 3.665 5.811 -1.966
C 3.947 4.192 -2.265
C 2.573 3.528 -2.941
C 2.168 4.454 -4.231
Si 2.851 1.638 -3.404
C 2.572 1.448 -5.295
N 2.936 0.101 -5.878
C 4.732 1.321 -2.954
C 5.246 -0.198 -3.271
N 4.292 -1.304 -2.880
N 6.500 -0.407 -2.395
N 5.763 -0.389 -4.713
O 1.920 0.569 -2.380
Si 0.215 0.533 -2.762
S -0.579 2.272 -3.750
C -0.708 0.391 -1.033
I 0.531 0.187 0.811
C -2.185 0.400 -0.868
C -3.207 0.566 -2.139
I -3.014 0.163 1.189
P -0.417 -1.301 -3.876
N -1.683 -0.904 -5.086
O 0.905 -1.944 -4.821
H 3.785 6.472 -2.950
H 4.373 6.255 -1.147
H 2.509 5.895 -1.686
H 4.235 3.703 -1.237
H 4.813 4.172 -3.061
H 1.670 3.551 -2.197
H 1.414 3.966 -4.981
H 3.165 4.754 -4.780
H 1.648 5.464 -3.862
H 3.295 2.240 -5.821
H 1.494 1.706 -5.677
H 2.258 -0.230 -6.600
H 3.142 -0.620 -5.153
H 5.446 2.115 -3.457
H 4.816 1.475 -1.778
H 4.068 -1.944 -3.682
H 4.811 -1.931 -2.194
H 6.924 -1.342 -2.589
H 6.105 -0.355 -1.414
H 5.880 -1.443 -4.790
H 6.761 -0.044 -4.657
H -0.589 2.106 -5.173
H -3.175 1.624 -2.663
H -4.309 0.478 -1.689
H -3.091 -0.339 -2.873
H -1.977 0.097 -5.041
H -2.559 -1.476 -4.928
H 0.800 -1.635 -5.790
C -2.189 -4.252 3.745
O -1.669 -5.293 4.113
N -2.281 -3.904 2.449
N -2.716 -3.359 4.602
H -2.706 -3.051 2.126
H -1.897 -4.548 1.770
H -2.667 -3.583 5.588
H -3.148 -2.496 4.318
C 0.227 -6.116 7.725
O 0.076 -4.991 8.175
N -0.337 -6.520 6.572
N 0.971 -7.052 8.342
H -0.224 -7.441 6.186
H -0.904 -5.845 6.076
H 1.413 -6.789 9.213
H 1.107 -7.983 7.987
C -2.590 2.102 4.941
O -3.725 1.656 4.895
N -1.625 1.727 4.081
N -2.201 3.010 5.854
H -0.685 2.083 4.103
H -1.876 1.045 3.377
H -2.897 3.319 6.521
H -1.271 3.389 5.908
C -2.858 -2.662 8.228
O -3.211 -3.117 7.152
N -3.726 -2.159 9.125
N -1.570 -2.621 8.614
H -3.455 -1.779 10.016
H -4.706 -2.170 8.873
H -0.884 -2.990 7.968
H -1.260 -2.250 9.496
C -6.055 1.990 -3.793
O -5.228 1.141 -4.084
N -6.220 3.120 -4.505
N -6.877 1.873 -2.734
H -6.896 3.830 -4.281
H -5.622 3.248 -5.311
H -6.786 1.037 -2.171
H -7.565 2.561 -2.479
*
```

For the HOMO energy, the calculation gives -8.139 eV. Its orbital gap is 7.7 eV.

***

6.
Computed, not measured: C3H6NaO5 as an isolated structure, with ωB97M-V/def2-TZVPD.

The geometry in ORCA input format:
```
! RIJCOSX wB97M-V def2-TZVPD def2/J DEFGRID3
* xyz -1 1
C -1.270 -0.450 0.380
C 0.148 -0.525 -0.184
O 0.074 -0.620 -1.609
C 1.218 -0.762 -2.315
O 2.317 -0.818 -1.711
O 1.078 -0.790 -3.565
O -1.273 -0.445 1.754
Na 3.342 -1.044 -3.747
H -1.834 -1.311 -0.056
H -1.750 0.459 -0.053
H 0.669 -1.405 0.220
H 0.718 0.374 0.098
H -1.122 1.870 2.964
O -1.064 2.820 3.450
H -1.251 2.648 4.376
*
```

For the HOMO energy, the calculation gives -2.281 eV. Its orbital gap is 3.2 eV. As for the energy relative to the best compared isomer or geometry (same formula, charge and spin): 14.3 kcal/mol.

***

7.
Computed, not measured: C12H4BF2MnNO9 as an isolated structure, with ωB97M-V/def2-TZVPD.

The geometry in ORCA input format:
```
! RIJCOSX wB97M-V def2-TZVPD def2/J DEFGRID3
* xyz -2 2
Mn 0.456 0.915 0.525
O -0.979 -2.925 -0.765
C -0.309 -1.839 -0.264
O -0.713 -0.585 -0.710
C 0.754 -1.917 0.544
C 1.442 -3.103 1.027
C 2.686 -2.976 1.549
C 3.340 -1.699 1.650
C 2.580 -0.606 1.332
N 1.308 -0.687 0.925
C 3.055 0.836 1.364
O 4.152 1.153 1.794
O 2.176 1.665 0.858
H -1.642 -2.593 -1.390
H 0.957 -4.069 0.950
H 3.200 -3.864 1.905
H 4.362 -1.586 1.978
O -1.751 5.661 -0.749
C -1.727 4.473 -0.580
C -1.381 3.739 0.691
O -1.081 4.259 1.739
C -1.524 2.280 0.411
C -1.955 2.107 -0.913
O -2.260 1.028 -1.565
C -2.072 3.403 -1.603
O -2.413 3.598 -2.746
O -1.330 1.390 1.310
F -2.500 -1.202 -2.129
B -2.131 -0.364 -1.032
F -3.003 -0.609 0.015
*
```

For the HOMO energy (alpha / beta), the calculation gives -0.230 / -0.375 eV. Its orbital gap (alpha / beta) is 5.2 / 5.3 eV.

***

8.
Computed, not measured: C45H60KNO4Se2Te as an isolated structure, with ωB97M-V/def2-TZVPD.

The geometry in ORCA input format:
```
! RIJCOSX wB97M-V def2-TZVPD def2/J DEFGRID3
* xyz -2 1
K 0.504 -3.880 0.476
C 0.180 -0.810 -7.220
C -0.512 -2.088 -6.576
C -1.962 -1.658 -6.536
C -0.142 -3.281 -7.508
C 0.135 -2.372 -5.277
C -0.569 -2.291 -4.082
C -0.002 -2.607 -2.782
N -0.670 -2.663 -1.663
C -1.729 -1.904 -1.327
C -2.154 -0.725 -2.055
C -3.181 0.065 -1.591
C -3.795 -0.333 -0.404
C -3.549 -1.401 0.356
C -2.449 -2.244 -0.075
O -2.087 -3.227 0.645
C -4.468 -1.681 1.560
C -5.698 -0.746 1.818
C -3.582 -1.775 2.812
C -4.965 -3.139 1.334
C -3.998 1.028 -2.425
C -5.120 0.176 -3.053
C -3.013 1.707 -3.408
C -4.653 2.122 -1.541
C 1.476 -2.941 -2.728
O 2.017 -3.062 -1.630
C 2.127 -3.188 -3.987
C 1.550 -2.805 -5.193
C 3.569 -3.695 -3.914
C 4.082 -4.050 -5.325
C 4.633 -2.799 -3.273
C 3.625 -5.024 -3.011
H -0.327 -0.685 -8.226
H 1.212 -1.022 -7.523
H 0.061 0.172 -6.699
H -2.292 -1.324 -7.542
H -2.068 -0.772 -5.933
H -2.653 -2.362 -6.125
H -0.419 -3.029 -8.578
H -0.793 -4.174 -7.253
H 0.907 -3.565 -7.416
H -1.621 -2.318 -4.132
H -1.504 -0.445 -2.914
H -4.686 0.275 -0.098
H -5.399 0.273 2.103
H -6.275 -1.008 2.684
H -6.326 -0.708 0.882
H -3.515 -0.662 3.089
H -2.605 -2.271 2.528
H -3.988 -2.295 3.734
H -5.538 -3.306 0.436
H -5.514 -3.528 2.178
H -4.091 -3.887 1.267
H -4.786 -0.641 -3.705
H -5.734 0.767 -3.739
H -5.783 -0.291 -2.301
H -2.552 0.955 -4.047
H -2.275 2.142 -2.764
H -3.534 2.405 -4.020
H -5.480 1.741 -0.921
H -5.174 2.834 -2.244
H -3.973 2.775 -1.020
H 2.169 -2.679 -6.075
H 4.188 -3.175 -5.950
H 3.315 -4.737 -5.761
H 5.015 -4.657 -5.249
H 4.710 -1.864 -3.797
H 5.705 -3.260 -3.311
H 4.457 -2.488 -2.235
H 3.149 -5.753 -3.672
H 3.052 -4.835 -2.076
H 4.656 -5.201 -2.747
O 5.475 0.733 4.948
C 5.961 0.570 3.677
C 4.829 -0.101 2.805
C 5.452 -0.539 1.487
O 6.269 -1.691 1.531
C 3.668 0.881 2.457
Se 4.345 2.522 1.440
C 4.153 -1.282 3.532
Se 3.349 -2.748 2.369
H 5.723 1.634 5.290
H 6.851 -0.137 3.632
H 6.171 1.518 3.133
H 6.075 0.265 1.117
H 4.636 -0.644 0.713
H 5.620 -2.503 1.650
H 3.295 1.254 3.394
H 2.845 0.295 1.969
H 3.293 -1.002 4.147
H 4.871 -1.781 4.232
Te 0.906 4.576 4.232
C 0.210 6.519 4.661
C -0.562 7.210 3.752
C -1.187 8.403 4.098
C -0.786 9.012 5.320
C 0.179 8.426 6.124
C 0.572 7.151 5.904
C 0.306 3.736 6.114
C 1.286 2.942 6.783
C 1.098 2.506 8.078
C -0.145 2.775 8.757
C -1.120 3.428 8.067
C -1.020 3.837 6.736
H -0.687 6.740 2.780
H -1.870 8.789 3.390
H -1.235 9.944 5.612
H 0.798 9.004 6.795
H 1.262 6.596 6.533
H 2.236 2.739 6.255
H 1.950 2.033 8.568
H -0.320 2.385 9.713
H -2.062 3.668 8.579
H -1.982 4.226 6.387
*
```

For the HOMO energy (alpha / beta), the calculation gives -0.338 / -0.338 eV. Its orbital gap (alpha / beta) is 3.0 / 3.0 eV.

***

9.
Computed, not measured: a 4-piece molecular cluster, CH9NO5 overall, with ωB97M-V/def2-TZVPD.

The geometry in ORCA input format:
```
! RIJCOSX wB97M-V def2-TZVPD def2/J DEFGRID3
* xyz 0 1
N -2.411 -0.984 -0.260
C -1.793 -2.037 -0.830
O -2.729 -3.069 -1.129
O -0.570 -2.311 -1.045
H -3.169 -1.194 0.337
H -1.591 -0.374 0.044
H -2.133 -3.638 -1.677
H 3.198 2.990 2.041
H 2.918 1.784 0.995
O 3.619 2.207 1.608
H 0.534 -0.300 -0.924
H 1.500 -0.656 0.162
O 0.868 0.060 -0.151
H 0.252 1.864 0.097
H 1.106 3.033 0.072
O 0.401 2.627 0.657
*
```

For the HOMO energy, the calculation gives -11.070 eV. Its orbital gap is 11.4 eV. As for the energy relative to the best compared isomer or geometry (same formula, charge and spin): 27.7 kcal/mol. As for the structure (SMILES): NC(=O)O.O.O.O.

***

10.
Computed, not measured: one molecule with the formula C3H5N3O, with ωB97M-V/def2-TZVPD.

The geometry in ORCA input format:
```
! RIJCOSX wB97M-V def2-TZVPD def2/J DEFGRID3
* xyz 0 1
C 0.084 -0.865 0.274
C -1.394 -0.712 -0.266
C 0.086 1.378 -0.025
H 2.219 -0.010 0.483
H 0.407 -1.783 -0.068
H 0.460 -0.944 1.308
H -2.095 -1.576 -0.518
H 0.812 2.264 0.457
N 0.657 0.143 -0.594
N -2.058 0.314 -0.514
N -1.157 1.526 0.005
O 1.978 0.264 -0.540
*
```

For the HOMO energy, the calculation gives -9.602 eV. Its orbital gap is 10.1 eV. As for the energy relative to the best compared isomer or geometry (same formula, charge and spin): 148.6 kcal/mol. As for the structure (SMILES): ON1C=NN=CC1.

***

11.
Computed, not measured: an isolated ion of composition C4H11N2 and charge +1, with ωB97M-V/def2-TZVPD.

The geometry in ORCA input format:
```
! RIJCOSX wB97M-V def2-TZVPD def2/J DEFGRID3
* xyz 1 1
C 0.612 1.089 1.140
C 0.329 -0.422 1.069
C -0.175 -0.846 -0.296
C -1.497 -0.875 -0.573
N -2.069 -1.279 -1.740
N 1.645 1.416 0.066
H -0.335 1.548 0.882
H 1.080 1.400 2.072
H -0.538 -0.611 1.703
H 1.249 -0.926 1.380
H 0.516 -1.414 -0.921
H -2.081 -0.173 0.034
H -1.400 -1.763 -2.299
H -3.029 -1.503 -1.822
H 1.784 2.383 -0.234
H 1.375 0.964 -0.819
H 2.533 1.013 0.360
*
```

For the HOMO energy, the calculation gives -11.962 eV. Its orbital gap is 8.5 eV. As for the energy relative to the best compared isomer or geometry (same formula, charge and spin): 37.1 kcal/mol. As for the structure (SMILES): N/C=C/CC[NH3+].

***

12.
Computed, not measured: a 3-piece molecular cluster, C6H7Cl6F3O2 overall, with ωB97M-V/def2-TZVPD.

The geometry in ORCA input format:
```
! RIJCOSX wB97M-V def2-TZVPD def2/J DEFGRID3
* xyz 0 1
C 0.914 23.373 -12.798
C 0.315 24.041 -14.025
O 0.846 23.293 -15.149
C 0.776 23.749 -16.375
O 0.608 24.881 -16.721
C 1.202 22.672 -17.396
F 0.399 21.596 -17.268
F 1.113 23.124 -18.628
F 2.452 22.270 -17.178
H 0.936 22.291 -12.897
H 0.486 23.780 -11.886
H 1.969 23.668 -12.771
H 0.628 25.080 -14.093
H -0.762 23.903 -14.078
C -2.959 25.458 -10.792
Cl -3.927 24.856 -9.454
Cl -2.445 24.107 -11.805
Cl -1.590 26.407 -10.191
H -3.586 26.125 -11.370
C -7.349 26.862 -10.216
Cl -6.171 27.438 -9.032
Cl -8.660 26.037 -9.415
Cl -6.590 25.958 -11.550
H -7.774 27.757 -10.652
*
```

For the HOMO energy, the calculation gives -11.194 eV. Its orbital gap is 11.5 eV. As for the structure (SMILES): CCOC(=O)C(F)(F)F.ClC(Cl)Cl.ClC(Cl)Cl.